No. 1
A molecular structure, C23H33F2IrNS5SbSi3, computed with ωB97M-V with the def2-TZVPD basis set.

```
69
Properties=species:S:1:pos:R:3:mulliken_charge:R:1
Ir -1.69986 0.65732 -0.32794 1.692
S -3.87707 -0.14284 6.50988 -0.147
C -3.69495 0.07632 4.81897 0.005
S -3.25981 1.61698 4.16265 -0.069
C -2.80780 1.01117 2.62501 -0.247
C -2.99014 -0.32980 2.39299 0.367
S -2.57143 -1.07271 0.89327 -0.734
S -3.67452 -1.24955 3.68099 -0.060
S -2.12866 2.08157 1.43520 -0.435
F -6.80633 -0.10907 -1.87433 -0.335
C -5.55366 0.23974 -2.21212 0.134
C -4.56264 0.15257 -1.25679 -0.552
C -3.25884 0.52559 -1.59544 0.213
C -3.00897 0.99027 -2.90425 -0.335
C -4.05310 1.05195 -3.81882 0.505
F -3.82752 1.52203 -5.06485 -0.345
C -5.33898 0.67850 -3.50587 -0.847
C -1.67249 1.52832 -3.13757 0.626
C -1.09306 1.77090 -4.38159 -0.708
C 0.15774 2.34847 -4.44743 -0.541
C 0.81607 2.68314 -3.27363 -0.939
C 0.21536 2.36587 -2.07458 -0.378
N -0.98798 1.78371 -1.99322 0.129
H -4.81820 -0.20455 -0.27086 0.596
H -6.13875 0.74353 -4.22839 0.492
H -1.63396 1.50900 -5.27597 0.517
H 0.61560 2.54380 -5.40843 0.445
H 1.78298 3.16444 -3.28292 0.446
H 0.68438 2.58594 -1.12703 0.825
C 4.36669 0.15377 1.00149 -0.986
Si 2.91555 1.26446 0.61195 0.509
C 3.33925 2.12156 -0.99977 -1.132
C 2.69662 2.54539 1.95163 -1.067
Sb 0.74758 -0.14250 0.58410 -1.342
Si 0.84778 -1.22390 2.93634 0.656
C 0.31064 0.10951 4.11999 -0.761
C 2.57315 -1.80192 3.38080 -1.319
C -0.24035 -2.73890 2.96440 -0.849
Si 1.25392 -2.01437 -1.09293 0.376
C -0.25308 -3.10942 -1.14867 -0.836
C 1.46221 -1.19802 -2.76255 -0.841
C 2.77077 -3.00622 -0.63187 -1.018
H 5.27117 0.76833 1.04380 0.422
H 4.51372 -0.60166 0.22762 0.215
H 4.26426 -0.35822 1.95466 0.225
H 4.40460 2.36653 -0.97044 0.504
H 2.79381 3.05680 -1.13164 0.350
H 3.16536 1.49311 -1.87395 0.228
H 3.58656 3.17726 2.01953 0.395
H 2.54349 2.07348 2.92417 0.239
H 1.83499 3.18846 1.75976 0.338
H 1.12900 0.80475 4.31927 0.395
H 0.00041 -0.33049 5.07195 0.455
H -0.52765 0.68409 3.73004 -0.002
H 3.21547 -1.00232 3.75093 0.358
H 3.07979 -2.29832 2.55214 0.316
H 2.45948 -2.53604 4.18431 0.407
H -1.07045 -2.69296 2.26409 0.210
H -0.65411 -2.87225 3.96750 0.376
H 0.36374 -3.61898 2.72665 0.367
H -1.14306 -2.51520 -1.36798 0.127
H -0.42797 -3.62860 -0.20455 0.282
H -0.14080 -3.85759 -1.93865 0.416
H 0.51415 -0.75265 -3.07795 0.057
H 1.74746 -1.94486 -3.50900 0.463
H 2.22010 -0.41306 -2.76651 0.197
H 2.78716 -3.24596 0.43253 0.224
H 3.69318 -2.47621 -0.87502 0.320
H 2.77205 -3.94948 -1.18511 0.406
```

## Properties
- HOMO energy (spin up / spin down) (eV) = -5.56 / -7.64
- 2S+1 = 5
- orbital gap (spin up / spin down) (eV) = 5.4 / 5.2

=====

No. 2
A molecular structure, C20H30BClCoN6O2 in a non-equilibrium geometry, computed with ωB97M-V with the def2-TZVPD basis set.

```
61
Properties=species:S:1:pos:R:3:mulliken_charge:R:1
Co -0.02155 0.25944 0.00784 -0.456
C -3.19007 -1.05337 -3.43798 -1.578
C -3.03208 -0.36442 -2.07849 1.291
C -4.36594 0.23356 -1.61270 -1.482
C -2.52438 -1.33431 -1.05759 0.147
C -3.09591 -2.56413 -0.71094 -0.975
C -2.26001 -3.11391 0.23811 -0.588
N -1.25279 -2.26443 0.45768 0.279
N -1.41569 -1.17063 -0.31846 0.293
B -0.03109 -2.42129 1.36447 0.303
N -0.06067 -1.26570 2.37304 0.163
C -0.06310 -1.31374 3.70473 -0.386
C -0.08338 -0.02034 4.19288 -1.023
C -0.08305 0.80808 3.07223 0.252
N -0.07674 0.02414 1.97534 0.143
C -0.14836 2.30139 3.01996 1.282
C 0.36664 2.94015 4.30714 -1.909
C -1.59151 2.74474 2.72660 -1.179
N 1.20542 -2.22302 0.47365 0.010
C 2.23335 -3.05057 0.26832 -0.081
C 3.09633 -2.46298 -0.63752 -1.535
C 2.52056 -1.23219 -0.95661 0.152
N 1.37742 -1.10920 -0.26762 0.509
C 3.00396 -0.22447 -1.95165 0.750
C 3.05320 -0.86282 -3.34762 -1.445
C 2.14255 1.03396 -1.95691 -0.921
H -3.53169 -0.32844 -4.17629 0.452
H -3.92817 -1.85497 -3.38633 0.317
H -2.24444 -1.47737 -3.77782 0.364
H -2.31251 0.44255 -2.17330 -0.040
H -5.11849 -0.54749 -1.49532 0.361
H -4.72755 0.94636 -2.35350 0.427
H -4.24653 0.74879 -0.65896 0.308
H -3.99628 -2.99038 -1.11713 0.554
H -2.32195 -4.05360 0.76110 0.508
H -0.01301 -3.47763 1.90645 -0.058
H -0.05183 -2.25855 4.22223 0.524
H -0.08322 0.28128 5.22510 0.429
H 0.48129 2.62969 2.19577 0.149
H -0.28612 2.71550 5.15226 0.361
H 0.40007 4.02195 4.18605 0.450
H 1.37241 2.59073 4.54251 0.423
H -2.24222 2.48554 3.56290 0.412
H -1.97958 2.26052 1.82785 0.145
H -1.63207 3.82634 2.58932 0.336
H 2.28041 -4.00455 0.76625 0.511
H 4.02070 -2.86238 -1.01649 0.508
H 4.02410 0.04997 -1.67046 0.353
H 2.04988 -1.13815 -3.67793 0.328
H 3.67412 -1.75752 -3.35098 0.399
H 3.47043 -0.15604 -4.06444 0.421
H 1.08855 0.77823 -2.14808 -0.169
H 2.45558 1.70266 -2.75692 0.516
H 2.22045 1.57814 -1.01641 0.199
Cl -1.03222 4.16447 -2.52690 -0.173
C -0.97043 4.01395 -0.75328 -0.470
C -0.58132 2.59519 -0.43308 0.271
O -1.36548 1.63576 -0.69768 -0.296
O 0.52872 2.32232 0.08588 -0.542
H -1.95920 4.23311 -0.35942 0.318
H -0.22653 4.70554 -0.37299 0.392
```

## Properties
- relative energy (zero: lowest compared OMol25 entry of this formula, charge and spin) (kJ/mol) = 80.6
- HOMO energy (spin up / spin down) (eV) = -12.26 / -12.26
- total charge = +1
- orbital gap (spin up / spin down) (eV) = 6.7 / 6.7

=====

No. 3
A molecular structure, C9H10AuBrF3N2O3 in a non-equilibrium geometry, computed with ωB97M-V with the def2-TZVPD basis set.

```
29
Properties=species:S:1:pos:R:3:mulliken_charge:R:1
Au 0.68473 0.77656 -0.05548 0.569
O -0.56764 -4.70091 2.33194 -0.494
C -0.32971 -3.52689 1.76245 1.061
C -1.23871 -2.86616 0.93168 -0.645
C -0.88202 -1.65659 0.40197 -0.164
N 0.31350 -1.08639 0.65408 -0.153
C 1.18974 -1.72681 1.44748 0.279
Br 2.84714 -0.90518 1.73474 -0.059
C 0.91241 -2.94089 2.01714 -0.582
H -1.44231 -5.04438 2.10786 0.320
H -2.20677 -3.28798 0.69932 0.350
H -1.53998 -1.10622 -0.25604 0.373
H 1.63311 -3.44167 2.64575 0.481
N 1.12673 2.63468 -0.81700 -0.532
C 0.58043 2.74000 -2.20898 -0.419
C -0.77786 2.06639 -2.28449 -0.722
C -0.46180 0.58133 -2.62360 0.622
O -1.07208 -0.00232 -3.47500 -0.565
O 0.56741 0.02123 -1.96583 -0.761
H 0.74878 3.30688 -0.15176 0.392
H 2.12649 2.82118 -0.88044 0.352
H 1.25190 2.17614 -2.85197 0.360
H 0.62705 3.78377 -2.51893 0.441
H -1.43338 2.45413 -3.05719 0.355
H -1.29687 2.11431 -1.32284 0.293
F 0.07627 0.87642 2.77572 -0.178
C -0.15850 1.56237 1.66227 0.514
F -1.47502 1.53625 1.41714 -0.239
F 0.19696 2.84073 1.88000 -0.250
```

## Properties
- relative energy (zero: lowest compared OMol25 entry of this formula, charge and spin) (kJ/mol) = 43.9
- HOMO energy (eV) = -12.87
- total charge = +1
- orbital gap (eV) = 8.3

=====

No. 4
A molecular structure, C3H5NO2, computed with ωB97M-V with the def2-TZVPD basis set.

```
11
Properties=species:S:1:pos:R:3:mulliken_charge:R:1
N -0.10172 1.56490 0.71161 -0.431
C 0.70530 0.28471 0.35546 0.413
O 1.68475 -0.02741 0.96872 -0.492
C -0.24092 -0.34942 -0.52988 -0.492
C -0.21583 -1.80063 -0.71384 -0.139
O -0.82657 -2.39619 -1.57953 -0.516
H 0.16294 2.40202 0.19331 0.258
H -0.07560 1.75220 1.71255 0.271
H -0.52604 0.22508 -1.41564 0.353
H -0.95267 0.69867 0.25780 0.487
H 0.38635 -2.35393 0.03943 0.286
```

## Properties
- relative energy (zero: lowest compared OMol25 entry of this formula, charge and spin) (kJ/mol) = 325.0
- HOMO energy (eV) = -9.12
- orbital gap (eV) = 9.4